[1]
The following is a DFT calculation (ωB97M-V/def2-TZVPD) of 6 unconnected molecules or ions with the total composition C23H63N6O7 in a non-equilibrium geometry.

Structure (ORCA input):
```
! RIJCOSX wB97M-V def2-TZVPD def2/J DEFGRID3
* xyz 1 1
C 2.38659 -1.70065 0.47946
O 0.57055 0.38877 -6.50934
H 5.55795 3.16225 7.57506
H 4.57144 -0.80593 4.06217
H 1.35996 0.87039 3.67607
H 4.09167 -2.25145 3.17449
H -4.83245 -4.06113 -1.92013
N -4.33610 -4.06686 0.10193
H 2.94299 2.73104 5.07671
C 3.94245 -1.17247 3.25242
O 1.37039 -1.22450 1.33508
H 5.80382 5.77289 4.75936
C 5.41841 2.97363 4.09894
H -2.42556 3.75349 5.35949
H 2.57678 0.52546 -7.06498
H 3.47349 4.22858 5.30139
H 1.96692 -1.71742 -0.53147
H 3.25130 -1.03451 0.46407
H 7.12131 4.84587 3.98616
C -0.72547 -3.84098 -1.84889
H 4.30484 -0.70888 2.33485
H 2.20623 0.41930 -9.20756
H 0.78167 -3.92584 -4.64958
H 0.85749 -1.46382 -8.20349
H -0.93781 4.53818 3.97285
H -3.90788 4.25207 4.49415
H 2.70279 -2.71363 0.74331
H 1.68935 -2.70834 2.74679
H -1.27788 0.50914 -7.28990
H -3.18671 1.85452 2.09177
N 0.17999 -1.22480 -8.92127
O 5.19219 4.23430 3.49861
H -1.93521 5.26978 2.71135
H 4.86244 2.26035 3.48564
H -5.33220 -1.84862 -1.24121
H 6.48240 2.70694 4.02543
N 3.53159 3.29140 5.68919
C 1.47951 -1.63210 2.69328
C -1.51710 3.16199 2.38270
H -0.75318 2.02692 3.86634
H 0.92619 -1.59631 -3.20302
O -3.19579 2.35125 4.02539
H 2.29887 0.83163 2.38693
H 5.61086 4.61378 6.59758
C -6.02333 -2.62243 -0.90400
H -7.12961 -5.05924 -1.64050
H 1.31228 1.91547 -9.50393
N 2.29626 0.61716 3.37955
C -3.37793 3.41112 4.94959
H -8.54024 -5.17088 1.48755
O 0.44372 -3.76487 -2.69706
H -5.77275 -6.07773 -1.16800
C -1.14186 4.54563 2.90341
H -7.60637 -3.69527 1.24714
H 6.84755 3.36828 6.38898
C 5.78588 3.53901 6.57875
H -0.52687 -2.32306 -0.43058
H -0.81024 0.47257 -9.58832
H -3.67098 3.52218 2.38997
H -1.42759 3.19091 1.29223
C -7.95141 -4.61163 0.76286
O -6.86558 -5.43550 0.37405
H -0.69194 -1.64227 -8.60742
H 1.27958 0.60365 -10.67981
H 2.28306 -1.08095 4.57544
H 0.48426 -1.47917 3.11634
H -3.80925 -4.92918 -0.00950
C -2.96009 2.74114 2.69089
H -0.23729 4.89864 2.40977
C 2.48182 -0.82786 3.53050
H 2.18076 0.98949 -5.40808
H -6.32818 -2.35621 0.10629
H 4.93538 1.76604 5.77266
H -6.90404 -2.58814 -1.54686
H -2.18239 -2.66028 -0.92251
C 6.11315 5.24860 3.85239
H -8.58981 -4.36227 -0.08923
N 0.55781 -1.88478 -4.10967
H -0.28181 1.92360 -7.60469
O -1.22111 -4.91239 -1.66216
H -1.15768 -1.71572 -1.96947
H -3.97726 3.02535 5.77256
N -0.54262 2.18644 2.88366
C 0.04554 0.23603 -8.95172
C -6.32618 -5.17409 -0.90078
H 1.76739 2.08200 -6.73793
C 0.15719 -3.35155 -3.98863
C 4.91510 2.83551 5.54173
C -0.27202 0.82869 -7.57234
C -5.35040 -3.99119 -0.95710
C -1.17064 -2.54484 -1.27464
H 1.24801 -1.72537 -4.84129
C 1.28346 0.83048 -9.61577
H -0.25296 -1.29833 -4.29673
H -0.71879 1.28694 2.44235
H -4.82506 -4.19220 0.98389
H 6.13181 5.97208 3.03781
C 1.83794 1.03407 -6.44369
H -0.89277 -3.46936 -4.20606
*
```

maximum force: 0.0303 Eh/bohr

Atomic charges from the Löwdin analysis, expressed in e, are listed below: -0.112, -0.237, 0.075, 0.074, 0.042, 0.079, 0.128, 0.042, 0.047, -0.064, -0.206, 0.076, -0.214, 0.077, 0.080, 0.068, 0.060, 0.080, 0.090, -0.438, 0.065, 0.067, 0.149, 0.057, 0.067, 0.092, 0.098, 0.123, 0.120, 0.119, 0.043, -0.191, 0.080, 0.104, 0.067, 0.119, 0.043, -0.194, -0.429, 0.076, 0.161, -0.188, 0.073, 0.064, -0.070, 0.123, 0.083, 0.061, -0.098, 0.090, -0.027, 0.124, -0.065, 0.076, 0.077, -0.071, 0.096, 0.141, 0.121, 0.132, -0.098, -0.184, 0.070, 0.083, 0.140, 0.122, 0.072, -0.216, 0.076, -0.422, 0.081, 0.067, 0.129, 0.081, 0.078, -0.108, 0.092, 0.253, 0.126, 0.187, 0.079, 0.089, 0.038, -0.427, -0.213, 0.098, -0.134, -0.436, -0.196, -0.435, 0.045, 0.159, -0.062, 0.159, 0.069, 0.075, 0.086, -0.098, 0.152



[2]
The following is a DFT calculation (ωB97M-V/def2-TZVPD) of a molecular structure, C23H65HfN3O15S in a non-equilibrium geometry.

Structure (ORCA input):
```
! RIJCOSX wB97M-V def2-TZVPD def2/J DEFGRID3
* xyz 2 1
O -1.66981 0.59540 -0.76451
H 2.56482 3.52809 -8.04234
H 4.30576 -4.75086 5.89487
H -6.90782 -1.22659 -4.99725
C 2.20168 4.50262 -8.36870
Hf -4.80001 -1.76256 0.01367
O -7.90049 1.57638 -0.52465
H 1.81652 4.86608 -2.09723
O -0.61234 -2.33872 -6.34669
H -2.29339 -2.99454 3.24247
H -3.99823 -4.73979 -1.61849
H -3.28200 -6.29570 1.45402
C -0.09787 5.23921 -5.55696
C 0.46317 4.46579 -6.81051
C 2.28116 -1.90552 7.21076
C -4.10772 -1.11198 4.05139
H 2.19623 -1.50358 5.20564
H -8.93887 1.45276 1.21921
H 0.99092 4.22297 -4.18585
H 0.95791 -3.73072 -6.51747
C -2.99834 -5.24445 1.50422
H 4.48289 -2.19854 7.46882
H 0.74547 3.45677 -6.51007
C 3.01989 -6.85455 5.41962
C -3.98936 -2.65664 4.09126
H -5.00206 -3.03570 4.22850
C -5.92959 -1.05688 -5.44712
H -3.48834 -2.81615 5.04605
H -0.47474 -4.07366 -7.45946
H 3.02392 -4.54222 7.04613
H -0.35989 6.27171 -5.78799
H -8.98827 3.08598 0.40581
C 5.05332 -0.39601 9.20249
C 6.29183 3.21971 1.40514
H 0.01913 -1.82600 -5.83682
H 5.72984 -1.24681 9.28362
O 0.34222 0.40373 0.42698
H -2.82854 -4.99118 3.67061
H 5.55430 0.25267 8.48393
O 1.56870 5.18710 -7.32843
O 2.76124 6.52329 -2.67788
H 0.52042 -2.91849 -8.07461
H 1.60028 -1.08155 7.42425
H 1.87561 8.39077 -3.01332
N 0.87396 5.17637 -4.49801
H 4.44714 -0.23203 -6.28806
O 2.45239 -5.54204 5.30374
H 3.14973 5.02316 -8.50415
H 2.92002 -7.12628 6.47046
H -4.47850 -4.91437 3.03790
H 2.00278 -2.72378 7.87486
H 6.84659 4.06728 1.80760
O -5.05537 -1.32593 -4.41208
N 2.00474 -2.29625 5.80153
H -1.91583 -5.18997 1.38888
H -0.27311 4.48389 -7.61405
O 0.40590 0.54784 -2.06378
C -4.00865 0.74536 2.69473
H 2.47118 -3.40499 4.22198
C 1.53129 5.89380 -2.32205
H 2.59892 8.19303 -1.40389
H 3.61142 8.57421 -2.68750
H 4.03617 -0.56088 6.91895
H 1.62066 4.48430 -9.29074
H 4.00331 0.92890 -4.57036
H 6.16818 3.46801 0.35103
H -3.71582 -6.29488 -0.93242
H 4.04656 -6.88345 5.05461
H 6.91717 2.32816 1.45200
H -7.87217 2.26062 -1.19742
C 0.40404 6.02770 -3.36902
O -4.28146 -0.65474 2.73391
C 2.90824 -3.23226 5.20546
H -4.87403 -0.77222 4.74811
O 5.08337 3.04974 2.16374
H 4.41193 2.76595 1.53905
O -0.86157 -1.21923 -0.98707
H 5.88465 0.76611 -6.48081
C -8.93951 2.00447 0.27914
C 5.24568 0.27528 -5.74671
H 3.88159 -2.74293 5.17018
O 4.83120 1.28717 -4.89875
N -3.24952 -3.10692 2.93702
H 2.39767 -7.50744 4.80751
H 4.95005 0.15915 10.13482
H -5.89202 -0.03346 -5.82036
H -2.35287 -5.20081 -1.11916
O 3.73364 -0.85944 8.83967
H -0.49424 5.58681 -2.93679
H -4.62796 1.38652 3.32201
H 0.26786 7.06492 -3.67519
O -3.67827 -4.59429 0.41959
H -5.72424 -1.66003 -6.33150
H -2.96894 1.00727 2.89091
H -3.11168 -0.74678 4.30167
C -3.44874 -4.60297 2.86268
C 3.23537 -4.56213 5.97702
S -0.32040 0.12508 -0.84933
H 1.16959 6.23105 -1.35070
C 3.74470 -1.40066 7.54975
C 0.16556 -3.26618 -7.10440
H -1.07090 4.82304 -5.29595
H -4.03516 1.06268 1.65228
C -3.40966 -5.25148 -0.85701
H -4.17611 -1.31656 -4.79735
H -9.90546 1.95214 -0.22313
H 5.89511 -0.44724 -5.25243
C 2.72431 7.98099 -2.46569
*
```

maximum force: 0.1356 Eh/bohr

Löwdin atomic charge list, values in e, 99 entries: -0.134, 0.086, 0.116, 0.085, -0.115, 1.919, -0.136, 0.120, -0.129, 0.130, 0.068, 0.134, -0.190, -0.195, -0.156, -0.200, 0.100, 0.085, 0.126, 0.080, -0.175, 0.114, 0.116, -0.090, -0.208, 0.128, -0.182, 0.139, 0.074, 0.116, 0.127, 0.085, -0.085, -0.156, 0.063, 0.086, -0.222, 0.134, 0.084, -0.180, -0.178, 0.077, 0.112, 0.073, 0.020, 0.077, -0.216, 0.096, 0.089, 0.123, 0.109, 0.076, -0.146, -0.073, 0.132, 0.122, -0.233, -0.096, 0.120, -0.233, 0.081, 0.089, 0.121, 0.095, 0.067, 0.074, 0.103, 0.088, 0.072, 0.082, -0.150, -0.361, -0.205, 0.146, -0.126, 0.061, -0.120, 0.082, -0.195, -0.200, 0.107, -0.103, -0.031, 0.085, 0.093, 0.082, 0.103, -0.191, 0.122, 0.111, 0.119, -0.361, 0.091, 0.106, 0.132, -0.144, -0.194, 0.258, 0.114



Number 1: M 535.79 g/mol, LUMO level -3.5 eV, frontier orbital gap 0.244 hartree. Number 2: M 834.34 g/mol, LUMO level -10.2 eV, frontier orbital gap 0.061 hartree.